C20H18N6O3 in the gas phase at a distorted geometry, computed with the ωB97M-V functional and the def2-TZVPD basis.

```
! wB97M-V def2-TZVPD RIJCOSX def2/J DEFGRID3
* xyz 0 1
C -0.72180 1.93479 -2.80920
N -1.62806 1.23520 -1.95213
C -1.53053 0.97358 -0.66829
C -0.85325 1.69302 0.23705
C -1.17811 1.45303 1.54660
C -0.39909 1.98692 2.75030
C 0.82654 0.98872 3.20870
N 1.53936 0.80933 1.90114
C 1.74403 -0.37055 1.30830
O 1.25332 -1.45126 1.74942
C 2.42045 -0.44614 -0.07668
C 2.06696 -1.41182 -0.94683
C 2.50083 -1.28948 -2.37579
C 3.47092 -0.26846 -2.67693
O 4.12066 -0.03536 -3.82974
C 4.85838 1.07807 -3.46940
O 5.48166 1.75779 -4.49516
N 4.79295 1.40256 -2.16067
C 3.89971 0.53864 -1.68420
C 3.36512 0.53501 -0.45376
N -2.02250 0.44090 1.83324
C -2.50281 -0.33294 0.90045
C -3.32747 -1.47347 1.34089
C -3.92185 -2.38304 0.43959
C -4.52785 -3.57071 0.94858
N -4.83818 -3.78589 2.25418
C -4.20002 -3.04085 3.11236
C -3.51817 -1.85356 2.75854
N -2.34141 -0.07744 -0.44306
H -0.74625 3.02567 -2.65903
H -0.95436 1.68069 -3.85816
H 0.28277 1.51139 -2.58253
H -2.38245 0.70629 -2.38880
H -0.14903 2.45321 -0.07915
H -1.13097 2.11273 3.57113
H 0.07480 2.97197 2.44768
H 0.52408 0.09933 3.59262
H 1.46379 1.54309 3.83694
H 1.97979 1.71444 1.61352
H 1.49564 -2.27798 -0.57710
H 2.19846 -1.98811 -3.15788
H 5.13442 1.27592 -5.35496
H 3.56630 1.32340 0.17292
H -3.77511 -2.30884 -0.59661
H -5.00661 -4.04291 0.11015
H -4.39552 -3.44323 4.11638
H -3.00953 -1.39362 3.54537
*
```

Output
Energy above the lowest of the compared OMol25 structures with the same formula, charge and spin: 2.845 eV
Electronic energy: -36112.9667 eV
SMILES string: CNc1cc(CCNC(=O)c2ccc3oc(O)nc3c2)nc(-c2ccncc2)n1
HOMO level: -0.315 Ha
Lowest unoccupied orbital energy: 0.10 eV
HOMO-LUMO gap: 8.68 eV

=====

C20H18N6O4S2 in the gas phase at a distorted geometry, computed with the ωB97M-V functional and the def2-TZVPD basis.

```
! wB97M-V def2-TZVPD RIJCOSX def2/J DEFGRID3
* xyz 0 1
C 1.64877 -2.86460 -1.70988
C 1.73329 -2.74852 -0.22581
C 1.27797 -3.74979 0.61964
C 1.22945 -3.44510 1.98223
N 0.61809 -4.26575 2.90267
S -0.51718 -3.54990 3.97117
O -1.51874 -4.56582 4.11388
O 0.12021 -3.05583 5.14535
C -1.06612 -2.21541 2.92508
C -0.66111 -0.92153 3.19030
C -0.74379 0.02836 2.19226
C -1.17981 -0.33413 0.91457
N -1.07920 0.60718 -0.10030
C -0.98403 0.35783 -1.43493
O -1.09288 -0.74136 -1.94497
C -0.72615 1.56500 -2.27410
C -0.72089 1.38805 -3.64054
N -0.49733 2.36165 -4.52191
C -0.26336 3.54327 -4.03411
S 0.04609 4.91709 -5.03145
C 0.21691 5.89247 -3.60639
C 0.04650 5.20282 -2.46313
C 0.13626 5.77622 -1.09653
N -0.22945 3.85977 -2.70332
C -0.46801 2.86454 -1.71926
O -0.43604 3.16714 -0.53534
C -1.67394 -1.62050 0.69006
C -1.60764 -2.55923 1.69998
N 1.70825 -2.29797 2.44884
C 2.20850 -1.44094 1.57107
C 2.79357 -0.18013 2.11502
N 2.20266 -1.59969 0.25915
H 2.49332 -2.36115 -2.17175
H 0.73811 -2.36113 -2.03912
H 1.61063 -3.90350 -2.02439
H 0.90908 -4.68945 0.24113
H 0.26206 -5.13671 2.53687
H -0.24480 -0.69778 4.15857
H -0.40928 1.03937 2.37117
H -0.85188 1.56007 0.18810
H -0.90979 0.40728 -4.05331
H 0.43744 6.93588 -3.69875
H 0.91438 5.27610 -0.52328
H -0.80015 5.63495 -0.56046
H 0.35987 6.83711 -1.16470
H -2.05026 -1.88691 -0.28295
H -1.94731 -3.57108 1.54083
H 3.87937 -0.23568 2.05807
H 2.46859 0.66700 1.51706
H 2.49707 -0.06049 3.15163
*
```

Output
Energy above the lowest of the compared OMol25 structures with the same formula, charge and spin: 0.000 eV
Electronic energy: -59834.6486 eV
SMILES string: Cc1cc(NS(=O)(=O)c2ccc(NC(=O)c3cnc4scc(C)n4c3=O)cc2)nc(C)n1
HOMO level: -0.322 Ha
Lowest unoccupied orbital energy: -0.52 eV
HOMO-LUMO gap: 8.25 eV

=====

A molecular structure, C20H18N9O6Rh at a distorted geometry, computed with the ωB97M-V functional and the def2-TZVPD basis.

```
! wB97M-V def2-TZVPD RIJCOSX def2/J DEFGRID3
* xyz 2 1
Rh -0.10941 -1.59988 1.91968
O -0.51035 -4.17094 -1.54947
C -0.54082 -3.30461 -0.57526
O 0.42911 -2.98094 0.09091
C -1.85863 -2.71764 -0.29480
C -3.03609 -3.07588 -0.91108
C -4.22350 -2.49744 -0.46040
C -4.19119 -1.60812 0.59698
C -2.95934 -1.30739 1.15912
N -1.83786 -1.82376 0.70329
C -2.77577 -0.43771 2.37481
O -3.67635 0.24192 2.76720
O -1.56910 -0.53492 2.86882
H 0.37384 -4.55955 -1.66776
H -3.01998 -3.80490 -1.70863
H -5.16433 -2.76667 -0.92109
H -5.08524 -1.16052 1.00918
N 1.80845 -1.45442 3.32496
N 1.87344 -2.49284 4.25650
C 0.87130 -3.39159 4.34385
N 0.90332 -4.30867 5.28585
N -0.06177 -3.25654 3.39931
N -1.15254 -4.11595 3.32318
O -1.88815 -3.90679 2.39187
O -1.30260 -4.99621 4.14182
H 2.64291 -1.46099 2.74353
H 1.73654 -0.55779 3.80315
H 2.59205 -2.47071 4.96542
H 1.64764 -4.35781 5.96321
H 0.14016 -4.97298 5.33288
N 0.36240 4.07447 -2.51528
C 1.05417 4.82397 -3.43479
C 0.77990 6.03690 -4.06439
C 1.73094 6.49912 -4.94265
C 2.90386 5.76732 -5.22579
C 3.16713 4.56681 -4.61620
C 2.21678 4.07600 -3.71157
N 2.20953 2.91751 -2.98070
C 1.11260 2.95155 -2.26737
C 0.79918 1.93831 -1.28339
C -0.32977 1.98503 -0.45681
C -0.50040 1.02658 0.51414
N 0.37604 0.02522 0.68732
C 1.45033 -0.04920 -0.11922
C 1.69458 0.87540 -1.09794
H -0.51736 4.32732 -2.10049
H -0.13772 6.58273 -3.89082
H 1.57673 7.45545 -5.42359
H 3.61754 6.17712 -5.92718
H 4.09107 4.03035 -4.78287
H -1.07792 2.75896 -0.55008
H -1.33909 1.07777 1.19018
H 2.13035 -0.87592 0.04515
H 2.57338 0.80351 -1.72271
*
```

Output
Energy above the lowest of the compared OMol25 structures with the same formula, charge and spin: 1.369 eV
Electronic energy: -49720.0727 eV
HOMO level (spin up / spin down): -0.467 / -0.467 Ha
Lowest unoccupied orbital energy (spin up / spin down): -7.63 / -7.63 eV
HOMO-LUMO gap (spin up / spin down): 5.08 / 5.08 eV

=====

A molecular structure, C20H18O6PdS, computed with the ωB97M-V functional and the def2-TZVPD basis.

```
! wB97M-V def2-TZVPD RIJCOSX def2/J DEFGRID3
* xyz -2 1
Pd 0.69916 0.59424 -0.45781
O -0.17705 4.76477 -1.62373
C -0.20617 3.52659 -1.47986
O 0.16960 2.87826 -0.46367
C -0.88468 2.75012 -2.65773
C -2.03671 1.86263 -2.15070
C -2.97987 1.52662 -3.33214
C -2.16099 0.43432 -4.06729
C -0.87753 0.41582 -3.21110
O -1.42122 0.60282 -1.90289
C -0.07441 1.70200 -3.48917
C 1.47081 1.55522 -3.26622
O 2.17221 2.25266 -4.01961
O 1.88561 0.71132 -2.41699
H -1.26767 3.53659 -3.30658
H -2.53537 2.21988 -1.25194
H -3.93194 1.13291 -2.96975
H -3.17863 2.40248 -3.95166
H -2.66146 -0.53483 -4.01191
H -1.96387 0.67015 -5.11406
H -0.29589 -0.50191 -3.24265
H -0.14743 1.96245 -4.54574
O -1.31925 -1.44388 0.47695
S -0.51440 -0.42511 1.20946
C -0.50802 -1.08039 2.91678
C 0.19719 -0.50682 3.97284
C 0.00378 -0.95952 5.26835
C -0.90641 -1.97434 5.53707
C -1.61787 -2.54308 4.48711
C -1.42080 -2.09669 3.19071
C 1.28940 -0.87899 0.90574
C 1.57044 -2.16674 0.41309
C 2.80806 -2.73898 0.62894
C 3.79991 -2.04799 1.32691
C 3.55276 -0.75566 1.77294
C 2.31199 -0.16711 1.57615
H 0.90823 0.28490 3.78355
H 0.56333 -0.51370 6.08352
H -1.05745 -2.31969 6.55353
H -2.33477 -3.33211 4.68700
H -1.95698 -2.52087 2.34977
H 0.78817 -2.68310 -0.12866
H 3.02448 -3.72598 0.23351
H 4.76541 -2.50913 1.50345
H 4.34066 -0.20418 2.27522
H 2.11561 0.84405 1.90926
*
```

Output
Electronic energy: -47631.4753 eV
HOMO level: -0.016 Ha
Lowest unoccupied orbital energy: 4.60 eV
HOMO-LUMO gap: 5.04 eV

=====

5 unconnected molecules or ions with the total composition C20H19Cl4F3 at a distorted geometry, computed with the ωB97M-V functional and the def2-TZVPD basis.

```
! wB97M-V def2-TZVPD RIJCOSX def2/J DEFGRID3
* xyz -1 2
F 1.37431 3.53496 1.86114
C 2.02188 2.48469 1.32685
C 2.00013 2.34100 -0.06140
C 2.73491 1.27848 -0.68104
C 3.45441 0.39728 0.09072
C 3.48864 0.51611 1.49278
C 2.74249 1.56783 2.08039
H 1.46696 3.00987 -0.72076
H 2.68160 1.15014 -1.75207
H 4.04606 -0.40335 -0.32800
H 4.01452 -0.26098 2.02759
H 2.67951 1.66585 3.15409
F 1.92396 -2.54467 -5.86470
C 1.17829 -1.67629 -5.12152
C 1.69100 -0.48969 -4.61144
C 0.91447 0.37985 -3.90876
C -0.48214 0.10557 -3.79957
C -1.01427 -1.09217 -4.33215
C -0.14429 -1.99690 -4.91214
H 2.71408 -0.22035 -4.82861
H 1.36060 1.27491 -3.50105
H -1.16886 0.67469 -3.19054
H -2.06954 -1.31780 -4.28851
H -0.45999 -2.93666 -5.34062
F -1.21009 2.38142 3.55453
C -1.78935 1.22999 3.79508
C -1.07930 0.08278 3.51766
C -1.69408 -1.17740 3.67530
C -3.00171 -1.21311 4.21142
C -3.69265 -0.06797 4.61981
C -3.05455 1.17813 4.43148
H -0.11140 0.09123 3.03861
H -1.09440 -2.00653 3.32985
H -3.48815 -2.17710 4.23378
H -4.67592 -0.20479 5.04510
H -3.59592 2.07236 4.70288
C 0.80829 -1.71719 -0.80728
Cl 1.90935 -2.88195 -1.53656
Cl 0.85135 -1.77212 0.96896
H 1.03012 -0.71306 -1.16867
H -0.18916 -1.91797 -1.19829
C -2.73048 0.26318 0.30443
Cl -1.40782 1.46700 0.25566
Cl -2.68535 -0.76843 -1.16936
H -2.61642 -0.46797 1.10475
H -3.63111 0.87713 0.30017
*
```

Output
Electronic energy: -79288.9788 eV
HOMO level (spin up / spin down): 0.017 / -0.155 Ha
Lowest unoccupied orbital energy (spin up / spin down): 2.56 / 2.48 eV
HOMO-LUMO gap (spin up / spin down): 2.09 / 6.70 eV